Record 1
# C6H9N3

A single C6H9N3 molecule at a distorted geometry (ωB97M-V/def2-TZVPD, the OMol25 dataset).

Each line ends with the natural charge from an NBO analysis.
Positions of all 18 atoms, in Å:
C 2.343 -0.597 0.414  -0.24
C 1.152 -1.186 0.192  -0.25
C 0.240 -0.396 -0.721  -0.12
C -1.223 -0.595 -0.259  -0.44
C -1.498 0.647 0.658  -0.24
N -0.732 1.745 0.055  -0.40
N 0.447 1.124 -0.428  -0.07
N 1.605 1.582 -0.101  -0.16
C 2.597 0.781 0.097  -0.10
H 3.241 -0.958 1.016  0.22
H 0.807 -2.147 0.649  0.22
H 0.423 -0.505 -1.803  0.21
H -1.207 -1.599 0.159  0.22
H -1.916 -0.677 -1.036  0.21
H -2.542 0.876 0.602  0.20
H -1.225 0.654 1.752  0.21
H -1.220 1.913 -0.749  0.33
H 3.624 1.120 0.363  0.20

Calculated values
SMILES: C1=C[C@H]2CCNN2N=C1
2S+1: 1
charge: 0
electronic energy: -398.1682 Ha
max |F|: 3.311 eV/Å
Kohn-Sham gap: 8.75 eV

=====

Record 2
# C2H4N2O2

2 unconnected molecules or ions with the total composition C2H4N2O2 at a distorted geometry (ωB97M-V/def2-TZVPD, the OMol25 dataset).

Each line ends with the natural charge from an NBO analysis.
Positions of all 10 atoms, in Å:
N -0.885 0.051 -0.689  -0.64
C -1.114 -1.144 1.776  0.51
O -1.150 -2.232 1.445  -0.53
O 1.323 -0.579 1.070  -0.57
C 1.317 0.323 0.267  0.53
N 0.417 0.542 -0.748  -0.48
H -1.190 -0.274 -1.599  0.36
H -1.508 0.784 -0.362  0.35
H 2.081 1.123 0.270  0.10
H 0.589 1.372 -1.299  0.36

Calculated values
2S+1: 1
charge: 0
electronic energy: -338.5586 Ha
max |F|: 1.457 eV/Å
Kohn-Sham gap: 10.67 eV

=====

Record 3
# C41H42CuP2S

A molecular structure, C41H42CuP2S at a distorted geometry (ωB97M-V/def2-TZVPD, the OMol25 dataset).

Each line ends with the Löwdin charge.
Positions of all 87 atoms, in Å:
Cu 3.137 1.539 -2.048  0.32
C 4.807 2.379 -1.478  -0.34
C 4.219 3.538 -0.850  -0.27
C 4.103 4.893 -1.586  -0.13
C 3.710 4.746 -3.090  -0.17
C 3.029 3.530 -3.517  -0.12
C 3.515 2.243 -3.718  -0.27
C 4.999 1.952 -3.859  -0.16
C 5.769 2.431 -2.602  -0.18
C 0.638 -0.388 -1.138  -0.25
H 5.199 1.689 -0.723  0.09
H 4.616 3.725 0.169  0.11
H 4.971 5.606 -1.576  0.13
H 3.327 5.446 -1.062  0.07
H 3.078 5.590 -3.371  0.12
H 4.618 4.791 -3.687  0.11
H 2.052 3.744 -3.950  0.10
H 2.902 1.603 -4.339  0.06
H 5.364 2.420 -4.781  0.12
H 5.067 0.854 -3.936  0.11
H 6.642 1.776 -2.495  0.11
H 6.180 3.432 -2.696  0.10
H 1.140 -1.379 -1.303  0.06
H -0.468 -0.657 -1.112  0.05
H 0.841 -0.190 -0.034  0.04
P 2.616 2.527 -0.026  1.01
P 0.080 0.702 -2.510  1.01
C 1.299 2.856 -1.037  -0.33
C 0.878 2.215 -2.161  -0.39
C 2.037 3.416 1.403  -0.35
C 2.048 4.813 1.368  -0.08
C 1.768 5.479 2.555  -0.08
C 1.395 4.733 3.677  -0.08
C 1.234 3.338 3.656  -0.06
C 1.582 2.665 2.497  -0.15
C 3.372 1.040 0.623  -0.28
C 3.707 -0.099 -0.156  -0.12
C 4.806 -0.840 0.232  -0.07
C 5.637 -0.439 1.280  -0.06
C 5.350 0.689 2.034  -0.07
C 4.209 1.418 1.731  -0.07
C -1.507 1.351 -3.335  -0.24
C -2.310 2.256 -2.609  -0.08
C -3.522 2.716 -3.132  -0.07
C -3.922 2.368 -4.415  -0.08
C -3.084 1.569 -5.181  -0.09
C -1.889 1.062 -4.673  -0.07
C 0.832 -0.143 -3.912  -0.33
C 0.868 -1.527 -3.748  -0.10
C 1.669 -2.263 -4.606  -0.07
C 2.234 -1.701 -5.736  -0.07
C 1.988 -0.368 -6.010  -0.07
C 1.370 0.441 -5.066  -0.11
H 0.809 3.779 -0.783  0.10
H 0.675 2.884 -2.986  0.07
H 2.281 5.359 0.452  0.09
H 1.829 6.567 2.561  0.10
H 1.107 5.261 4.579  0.10
H 0.863 2.767 4.519  0.12
H 1.555 1.569 2.457  0.08
H 3.204 -0.371 -1.129  0.10
H 5.031 -1.716 -0.358  0.11
H 6.471 -1.063 1.568  0.11
H 5.978 1.007 2.855  0.11
H 4.062 2.320 2.347  0.12
H -2.043 2.560 -1.598  0.07
H -4.133 3.433 -2.588  0.11
H -4.839 2.721 -4.841  0.10
H -3.321 1.352 -6.217  0.10
H -1.228 0.455 -5.295  0.10
H 0.311 -2.025 -2.960  0.10
H 1.863 -3.281 -4.344  0.10
H 2.932 -2.268 -6.327  0.11
H 2.288 0.060 -6.957  0.11
H 1.359 1.522 -5.212  0.12
S -1.036 1.406 1.017  0.58
C -1.671 0.235 2.012  -0.80
C -3.079 0.111 2.210  -0.15
C -3.576 -0.832 3.103  -0.12
C -2.706 -1.671 3.826  -0.13
C -1.328 -1.582 3.608  -0.13
C -0.802 -0.639 2.738  -0.15
H -3.721 0.804 1.658  0.08
H -4.648 -0.914 3.247  0.09
H -3.101 -2.371 4.563  0.08
H -0.639 -2.256 4.108  0.09
H 0.275 -0.543 2.587  0.07

Calculated values
2S+1: 2
charge: 0
electronic energy: -4308.4637 Ha
max |F|: 5.100 eV/Å
Kohn-Sham gap (alpha / beta): 5.31 / 4.95 eV

=====

Record 4
# C5H8NOS

A gas-phase ion, C5H8NOS (charge +1) at a distorted geometry (ωB97M-V/def2-TZVPD, the OMol25 dataset).

Each line ends with the natural charge from an NBO analysis.
Positions of all 16 atoms, in Å:
O 0.544 -2.584 -0.402  -0.50
C -0.501 -2.096 -0.020  0.44
C -0.388 -0.701 0.512  -0.28
N 1.024 -0.299 0.484  -0.53
C 1.056 1.029 -0.504  -0.16
C -0.343 1.636 -0.476  -0.53
C -1.218 0.491 0.013  -0.10
S -2.863 0.392 0.034  0.21
H -1.593 -2.554 0.031  0.20
H -0.783 -0.918 1.502  0.28
H 1.653 -1.108 0.261  0.48
H 1.300 0.065 1.396  0.43
H 1.239 0.558 -1.387  0.22
H 1.933 1.584 -0.180  0.25
H -0.653 1.987 -1.544  0.30
H -0.406 2.517 0.280  0.28

Calculated values
SMILES: O=C[C@H]1[NH2+]CCC1=S
2S+1: 1
charge: +1
electronic energy: -723.1829 Ha
max |F|: 2.988 eV/Å
Kohn-Sham gap: 8.37 eV

=====

Record 5
# C13H22BI2O3P2Tc

A molecular structure, C13H22BI2O3P2Tc at a distorted geometry (ωB97M-V/def2-TZVPD, the OMol25 dataset).

Each line ends with the natural charge from an NBO analysis.
Positions of all 44 atoms, in Å:
I 0.054 -2.616 -2.245  0.32
I -0.028 2.159 -3.801  0.21
Tc -0.012 0.613 -1.606  -0.38
P -2.239 0.014 -1.411  1.27
C -3.185 1.466 -0.846  -0.96
C -2.946 -0.384 -3.035  -0.96
H -4.022 -0.569 -2.916  0.29
H -3.891 -1.490 -0.536  0.29
H -2.451 -1.279 -3.429  0.26
H -2.244 -2.209 -0.486  0.25
H -3.046 2.293 -1.552  0.27
H -2.778 0.453 -3.723  0.27
C -2.832 -1.299 -0.313  -0.95
H -4.248 1.205 -0.781  0.29
H -2.726 -0.995 0.734  0.26
H -2.814 1.772 0.140  0.26
P 2.236 0.103 -1.387  1.27
C 3.111 1.585 -0.788  -0.96
C 2.874 -1.199 -0.298  -0.95
H 2.553 -1.181 -3.397  0.26
H 4.062 -0.344 -2.890  0.29
H 2.741 0.570 -3.701  0.27
C 2.975 -0.246 -3.008  -0.96
H 2.324 -2.129 -0.486  0.26
H 3.941 -1.343 -0.513  0.29
H 4.184 1.370 -0.714  0.29
H 2.715 1.858 0.198  0.26
H 2.747 -0.911 0.752  0.25
H 2.943 2.417 -1.482  0.27
C -0.053 2.366 -0.808  0.67
O -0.078 3.433 -0.343  -0.37
O 0.004 -1.210 1.126  -0.70
B 0.004 0.082 0.469  0.93
O 0.014 1.101 1.520  -0.71
C 0.016 0.419 2.698  0.27
C 0.017 0.933 3.979  0.02
C 0.012 0.014 5.033  -0.14
C 0.008 -1.366 4.795  -0.18
C 0.007 -1.881 3.495  0.04
C 0.010 -0.964 2.461  0.19
H 0.020 2.011 4.129  0.28
H 0.013 0.382 6.060  0.28
H 0.005 -2.063 5.634  0.28
H 0.003 -2.945 3.270  0.27

Calculated values
2S+1: 4
charge: +3
electronic energy: -2117.0299 Ha
max |F|: 4.763 eV/Å
Kohn-Sham gap (alpha / beta): 6.40 / 5.21 eV

=====

Record 6
# C7H9Br

A molecular structure, C7H9Br at a distorted geometry (ωB97M-V/def2-TZVPD, the OMol25 dataset).

Each line ends with the natural charge from an NBO analysis.
Positions of all 17 atoms, in Å:
C -0.563 1.908 0.490  -0.40
C -0.060 1.692 -0.891  -0.39
C -0.241 -1.697 -0.927  -0.42
C -0.852 -1.806 0.479  -0.39
C 1.348 -0.082 0.748  -0.22
C 0.248 0.706 0.185  -0.13
C 0.148 -0.742 0.149  -0.09
Br 3.102 0.043 -0.088  0.02
H -0.173 2.573 1.302  0.23
H -1.730 1.694 0.593  0.21
H -0.831 1.247 -1.633  0.22
H 0.678 2.354 -1.196  0.22
H 0.585 -2.330 -1.099  0.22
H -0.481 -1.306 -1.914  0.22
H -1.806 -1.337 0.718  0.22
H -0.657 -2.782 0.996  0.23
H 1.285 -0.134 2.088  0.24

Calculated values
2S+1: 1
charge: 0
electronic energy: -2845.9624 Ha
max |F|: 4.459 eV/Å
Kohn-Sham gap: 10.35 eV

=====

Record 7
# C74H82F11N2O2

10 unconnected molecules or ions with the total composition C74H82F11N2O2 at a distorted geometry (ωB97M-V/def2-TZVPD, the OMol25 dataset).

Each line ends with the Löwdin charge.
Positions of all 171 atoms, in Å:
C 1.383 -3.307 0.831  -0.09
C 0.067 -2.598 1.218  -0.23
C 0.214 -1.610 2.374  -0.21
C -1.065 -1.361 3.193  -0.19
C -2.374 -1.355 2.404  -0.19
C -2.473 -0.056 1.568  -0.21
C -3.084 -0.190 0.181  -0.17
C -3.293 1.167 -0.577  -0.17
C -2.895 2.402 0.220  -0.20
C -2.888 3.732 -0.580  -0.17
C -1.496 4.374 -0.608  -0.19
C -0.851 4.539 0.774  -0.19
C 0.657 4.269 0.722  -0.18
C 0.876 2.779 0.513  -0.16
C 2.314 2.400 0.162  -0.19
C 2.791 1.152 0.919  -0.03
N 3.440 0.235 -0.099  0.11
C 3.372 0.831 -1.493  -0.01
C 2.624 2.154 -1.332  -0.18
N 1.514 2.363 -2.268  0.12
C 0.593 1.326 -2.263  -0.52
O 0.593 0.454 -1.441  0.17
F -0.313 1.460 -3.189  0.21
C 1.895 2.890 -3.528  -0.46
O 1.873 2.340 -4.576  0.22
F 2.353 4.117 -3.349  0.17
H 2.237 -2.930 1.399  0.05
H 1.532 -3.188 -0.242  0.06
H 1.294 -4.371 1.012  0.06
H -0.307 -2.057 0.360  0.09
H -0.662 -3.364 1.466  0.10
H 0.536 -0.651 1.949  0.07
H 1.027 -1.932 3.023  0.07
H -1.078 -2.054 4.031  0.10
H -0.995 -0.364 3.633  0.11
H -3.177 -1.333 3.134  0.10
H -2.522 -2.250 1.804  0.10
H -1.464 0.346 1.466  0.09
H -3.032 0.654 2.158  0.08
H -2.437 -0.831 -0.418  0.10
H -4.037 -0.714 0.241  0.10
H -4.335 1.232 -0.876  0.08
H -2.702 1.145 -1.496  0.10
H -1.900 2.250 0.613  0.07
H -3.592 2.520 1.047  0.10
H -3.643 4.422 -0.213  0.08
H -3.166 3.511 -1.612  0.11
H -0.873 3.736 -1.236  0.09
H -1.541 5.350 -1.090  0.12
H -1.034 5.521 1.200  0.12
H -1.272 3.809 1.461  0.10
H 1.077 4.791 -0.143  0.12
H 1.175 4.646 1.603  0.12
H 0.206 2.499 -0.289  0.07
H 0.557 2.204 1.382  0.13
H 2.967 3.213 0.467  0.15
H 2.002 0.576 1.387  0.10
H 3.542 1.389 1.664  0.14
H 4.393 -0.021 0.157  0.18
H 2.950 -0.665 -0.124  0.16
H 4.363 1.001 -1.891  0.14
H 2.839 0.104 -2.087  0.13
H 3.333 2.941 -1.579  0.16
F 7.913 4.811 -7.434  0.06
C 6.761 4.139 -7.247  -0.30
C 5.945 4.493 -6.191  -0.02
C 4.762 3.795 -6.001  -0.08
C 4.414 2.757 -6.854  -0.09
C 5.251 2.423 -7.911  -0.07
C 6.434 3.118 -8.116  -0.01
H 6.239 5.297 -5.530  0.12
H 4.110 4.068 -5.184  0.08
H 3.492 2.215 -6.699  0.09
H 4.985 1.616 -8.579  0.11
H 7.100 2.874 -8.932  0.12
F -3.921 1.409 4.029  0.04
C -5.121 2.026 4.147  -0.28
C -5.895 2.171 3.013  -0.02
C -7.118 2.815 3.123  -0.09
C -7.544 3.301 4.351  -0.09
C -6.748 3.135 5.476  -0.07
C -5.522 2.490 5.381  -0.01
H -5.543 1.787 2.064  0.10
H -7.736 2.943 2.244  0.11
H -8.493 3.811 4.429  0.10
H -7.077 3.516 6.433  0.11
H -4.886 2.350 6.244  0.12
F 1.816 -4.102 4.274  0.06
C 3.147 -3.949 4.405  -0.29
C 3.920 -5.048 4.716  -0.01
C 5.293 -4.886 4.836  -0.07
C 5.873 -3.639 4.653  -0.09
C 5.074 -2.546 4.348  -0.09
C 3.701 -2.697 4.216  -0.03
H 3.449 -6.011 4.861  0.12
H 5.911 -5.740 5.077  0.11
H 6.942 -3.518 4.756  0.10
H 5.522 -1.569 4.223  0.10
H 3.056 -1.858 3.984  0.10
F -8.064 6.103 2.691  0.06
C -7.169 6.690 1.872  -0.28
C -7.530 7.849 1.215  -0.01
C -6.605 8.453 0.376  -0.08
C -5.346 7.896 0.204  -0.09
C -5.009 6.729 0.876  -0.09
C -5.923 6.115 1.721  -0.01
H -8.518 8.264 1.362  0.12
H -6.871 9.363 -0.143  0.11
H -4.629 8.371 -0.451  0.10
H -4.029 6.291 0.744  0.08
H -5.679 5.207 2.257  0.11
F 12.325 2.701 -2.802  0.06
C 11.129 2.625 -3.414  -0.29
C 10.342 1.512 -3.199  -0.02
C 9.109 1.442 -3.831  -0.09
C 8.685 2.469 -4.664  -0.09
C 9.498 3.577 -4.865  -0.07
C 10.731 3.661 -4.234  -0.01
H 10.697 0.720 -2.554  0.12
H 8.479 0.575 -3.676  0.10
H 7.723 2.406 -5.155  0.09
H 9.176 4.376 -5.516  0.09
H 11.380 4.516 -4.372  0.12
F -3.235 -3.016 4.951  0.05
C -3.928 -4.169 4.833  -0.28
C -3.324 -5.244 4.214  -0.02
C -4.039 -6.426 4.092  -0.08
C -5.336 -6.514 4.580  -0.09
C -5.920 -5.416 5.195  -0.08
C -5.214 -4.229 5.328  -0.02
H -2.313 -5.151 3.838  0.11
H -3.581 -7.281 3.613  0.10
H -5.889 -7.437 4.480  0.10
H -6.930 -5.481 5.574  0.11
H -5.647 -3.362 5.808  0.12
F -0.098 -6.231 0.642  0.04
C 0.273 -7.056 -0.363  -0.29
C -0.211 -6.815 -1.632  -0.02
C 0.178 -7.660 -2.661  -0.08
C 1.034 -8.723 -2.409  -0.09
C 1.505 -8.942 -1.122  -0.08
C 1.127 -8.103 -0.084  -0.02
H -0.883 -5.984 -1.803  0.12
H -0.192 -7.487 -3.663  0.11
H 1.330 -9.381 -3.214  0.10
H 2.168 -9.773 -0.922  0.11
H 1.484 -8.253 0.926  0.12
F 6.006 -3.643 0.718  0.05
C 5.699 -4.155 -0.496  -0.28
C 4.682 -3.567 -1.214  -0.04
C 4.356 -4.071 -2.464  -0.08
C 5.051 -5.159 -2.971  -0.08
C 6.071 -5.737 -2.228  -0.07
C 6.407 -5.235 -0.978  -0.01
H 4.143 -2.738 -0.783  0.08
H 3.557 -3.619 -3.038  0.10
H 4.795 -5.558 -3.943  0.11
H 6.611 -6.587 -2.621  0.11
H 7.201 -5.669 -0.386  0.12
F -6.521 0.610 0.024  0.04
C -7.619 0.408 -0.743  -0.28
C -7.531 0.629 -2.101  -0.02
C -8.660 0.420 -2.880  -0.08
C -9.846 0.001 -2.295  -0.09
C -9.906 -0.213 -0.925  -0.08
C -8.784 -0.011 -0.135  -0.02
H -6.597 0.961 -2.535  0.11
H -8.610 0.585 -3.948  0.11
H -10.723 -0.159 -2.907  0.10
H -10.830 -0.537 -0.467  0.11
H -8.805 -0.176 0.934  0.12

Calculated values
2S+1: 1
charge: +1
electronic energy: -4227.2707 Ha
max |F|: 1.446 eV/Å
Kohn-Sham gap: 7.59 eV

=====

Record 8
# C30H37FN3O6P

2 unconnected molecules or ions with the total composition C30H37FN3O6P (ωB97M-V/def2-TZVPD, the OMol25 dataset).

Each line ends with the Löwdin charge.
Positions of all 78 atoms, in Å:
C 1.473 1.475 2.058  -0.06
C 1.659 1.000 0.616  -0.39
C 1.199 2.058 -0.405  -0.06
C 0.885 -0.299 0.343  -0.12
C 1.476 -1.516 0.965  -0.07
C 1.073 -2.105 2.082  -0.02
C -0.068 -1.655 2.946  -0.37
O 0.101 -1.022 3.941  0.17
N -1.408 -2.070 2.589  0.19
C -1.631 -2.504 1.272  -0.52
O -1.896 -1.810 0.347  0.14
F -1.569 -3.834 1.152  0.15
C 1.733 -3.371 2.536  -0.25
O 1.060 -4.202 3.092  0.14
C 3.202 -3.498 2.229  -0.11
C 4.139 -4.180 3.206  -0.14
C 3.560 -5.206 4.196  -0.18
C 3.327 -4.660 5.600  -0.09
C 4.523 -4.053 6.295  -0.53
O 4.459 -3.283 7.212  0.11
O 5.700 -4.499 5.801  0.10
C 3.615 -2.921 1.086  -0.25
P 5.389 -2.948 0.560  0.95
C 5.267 -3.854 -1.039  -0.29
C 5.593 -1.216 -0.029  -0.29
C 2.606 -2.210 0.247  -0.33
O 2.640 -2.175 -0.959  0.12
H 0.415 1.455 2.345  0.07
H 1.993 0.823 2.763  0.09
H 1.862 2.486 2.185  0.08
H 2.728 0.803 0.486  0.13
H 0.471 1.619 -1.093  0.06
H 2.019 2.491 -0.978  0.08
H 0.721 2.891 0.125  0.06
H -0.148 -0.181 0.686  0.10
H 0.870 -0.468 -0.738  0.12
H -1.679 -2.805 3.242  0.16
H 4.925 -4.657 2.622  0.09
H 4.642 -3.368 3.745  0.13
H 4.260 -6.040 4.263  0.12
H 2.622 -5.615 3.829  0.10
H 3.005 -5.480 6.252  0.14
H 2.527 -3.917 5.633  0.13
H 6.399 -3.988 6.236  0.13
H 4.560 -4.679 -0.930  0.04
H 6.246 -4.278 -1.269  0.03
H 4.924 -3.225 -1.859  0.03
H 4.711 -0.807 -0.522  0.02
H 6.411 -1.220 -0.753  0.04
H 5.889 -0.575 0.803  0.03
C -6.262 5.255 -7.814  0.06
N -5.743 4.807 -6.497  -0.07
C -6.504 4.992 -5.404  0.03
C -6.075 4.576 -4.165  0.06
C -4.837 3.947 -4.045  -0.12
C -4.065 3.774 -5.189  0.06
C -4.543 4.217 -6.403  0.03
C -4.354 3.461 -2.724  -0.13
C -3.994 2.130 -2.550  0.06
C -3.536 1.706 -1.321  0.04
N -3.428 2.564 -0.296  -0.06
C -3.775 3.854 -0.438  0.03
C -4.245 4.330 -1.639  0.06
C -2.904 2.093 1.009  0.06
H -6.488 6.316 -7.760  0.12
H -7.159 4.687 -8.048  0.12
H -5.504 5.077 -8.569  0.11
H -7.459 5.476 -5.556  0.16
H -6.718 4.733 -3.310  0.15
H -3.089 3.309 -5.149  0.15
H -3.980 4.109 -7.319  0.16
H -4.076 1.409 -3.352  0.15
H -3.245 0.682 -1.132  0.15
H -3.660 4.484 0.434  0.16
H -4.507 5.376 -1.721  0.14
H -3.636 2.293 1.787  0.12
H -1.970 2.610 1.217  0.11
H -2.724 1.024 0.939  0.09

Calculated values
2S+1: 1
charge: +2
electronic energy: -2221.7549 Ha
max |F|: 0.744 eV/Å
Kohn-Sham gap: 3.84 eV